Formula: C4H20N2O8
Source: the Open Molecules 2025 dataset
Level of theory: ωB97M-V/def2-TZVPD

Cartesian coordinates (Å):
O1 -0.75 1.12 2.64
C1 -0.90 0.01 2.18
N1 -0.01 -0.65 1.29
C2 1.32 -0.15 1.31
N2 2.10 -0.12 0.21
O2 1.74 0.36 2.35
C3 -2.32 -0.58 2.35
C4 -2.76 -1.19 0.99
H1 -0.11 -1.66 1.16
H2 1.84 -0.51 -0.66
H3 3.07 0.19 0.38
H4 -2.21 -1.48 2.99
H5 -2.95 0.22 2.75
H6 -3.79 -1.50 0.90
H7 -2.38 -0.59 0.17
H8 -2.29 -2.17 0.97
H9 0.51 -1.22 -1.64
H10 1.51 -0.87 -2.48
O3 1.24 -1.70 -2.08
H11 -2.41 2.79 -0.35
H12 -0.79 2.44 -0.21
O4 -1.63 2.47 -0.81
H13 3.11 -3.18 -0.58
H14 1.62 -3.10 -0.94
O5 2.24 -3.42 -0.25
H15 -1.14 1.50 -1.99
H16 -1.20 0.51 -3.25
O6 -0.61 0.94 -2.63
H17 1.22 1.01 -2.58
H18 2.62 1.70 -2.65
O7 2.18 0.85 -2.56
H19 0.18 2.31 1.58
H20 1.37 2.81 0.65
O8 0.40 2.86 0.78

- HOMO energy (eV) = -9.8
- E_tot (eV) = -23833.7413
- M (g mol⁻¹) = 224.2
- LUMO level (eV) = 0.29
- structure (SMILES) = CCC(=O)NC(N)=O.O.O.O.O.O.O
- energy above the lowest of the compared OMol25 structures with the same formula, charge and spin (eV) = 0.099
- orbital gap (eV) = 10.1